Record 1
Entry from the OMol25 dataset: C11H17AsN3ReS2 as an isolated structure at a distorted geometry (ωB97M-V/def2-TZVPD).

```
35
C11H17AsN3ReS2 | the OMol25 dataset | ωB97M-V/def2-TZVPD
Re 0.6342 -1.0693 -0.2576
As -1.7579 -1.0241 -1.0045
S 1.3160 -1.0475 -2.3233
S 2.8594 1.1103 -3.6482
N 1.3892 0.7083 -0.1633
N 0.4000 -0.6707 1.8553
N 2.0349 1.3176 -1.1619
C -2.9266 -0.3565 0.3842
C 2.0891 0.5975 -2.2478
C 0.9471 1.0893 3.4273
C -0.0312 -0.9544 4.1993
C 0.9108 0.5831 2.1381
C 3.5155 2.7243 -3.2283
C 0.4680 0.3024 4.4822
C -2.1690 -0.0985 -2.6407
C -2.0978 -2.9160 -1.2469
C -0.0529 -1.4027 2.8712
C 1.4370 1.3052 1.0337
H 1.8991 2.2856 1.1230
H -1.7011 -3.4969 -0.4139
H -3.1779 -3.0614 -1.2807
H -1.6643 -3.2589 -2.1839
H -3.2271 -0.2475 -2.8530
H -1.9733 0.9649 -2.5196
H 2.6953 3.3888 -2.9666
H -0.4417 -2.3858 2.6347
H -0.4070 -1.6046 4.9789
H -1.5721 -0.5092 -3.4529
H 1.3501 2.0797 3.6085
H 4.0146 3.0559 -4.1362
H -3.9484 -0.3955 0.0077
H 4.2242 2.6267 -2.4099
H -2.6793 0.6735 0.6292
H -2.8489 -0.9882 1.2669
H 0.4920 0.6749 5.4991
```

As for the net charge: +3. The expectation value of S² is 0.886. Its spin multiplicity is 2. The LUMO energy (alpha / beta) comes out at -12.39 / -13.91 eV. The HOMO-LUMO gap (alpha / beta) is 6.71 / 4.63 eV. The calculation puts the energy relative to the best compared isomer or geometry (same formula, charge and spin) at 0.0 kcal per mole.



Record 2
Entry from the OMol25 dataset: C11H17BN6OPd as an isolated structure at a distorted geometry (ωB97M-V/def2-TZVPD).

```
37
C11H17BN6OPd | the OMol25 dataset | ωB97M-V/def2-TZVPD
Pd -0.4668 -0.5796 0.5745
O 0.3492 0.5138 3.8805
N 1.3220 -0.7589 -0.5130
N -1.0534 -0.1859 -2.3879
N 1.4651 -0.2730 -1.8057
N -0.2165 1.4946 -0.0858
N -1.5310 -0.6854 -1.1720
N 0.0746 1.8328 -1.3990
C 0.1348 3.1889 -1.4882
C -0.3267 2.6142 0.6319
C -2.6885 -1.3368 -1.3932
C -0.1486 3.7106 -0.2281
C 3.2508 -1.5042 -1.3099
C 2.6408 -0.7350 -2.2992
C 0.0620 0.3359 5.2743
C -2.9572 -1.2655 -2.7689
C -0.6461 -2.1290 1.8659
C -1.9161 -0.5579 -3.3550
C 2.3970 -1.4930 -0.2076
B 0.3188 0.6195 -2.3943
H -0.5045 2.5982 1.6986
H -0.9814 0.0235 5.4109
H 0.7218 -0.4276 5.7131
H -3.2308 -1.8189 -0.5810
H 0.2178 1.2562 5.8510
H -1.1505 -2.9695 1.3821
H 2.4728 -1.9792 0.7634
H 2.9493 -0.5223 -3.3021
H -1.7111 -0.3057 -4.3733
H -0.2272 4.7489 0.0241
H 0.3686 -2.3808 2.1817
H 0.5408 0.9980 -3.4983
H 0.3683 3.6803 -2.4136
H -1.2066 -1.6993 2.7012
H 0.9373 -0.2744 3.6554
H 4.1814 -2.0381 -1.3799
H -3.8102 -1.6952 -3.2526
```

As for the net charge: +2. The expectation value of S² is 2.090. Its spin multiplicity is 3. The LUMO energy (alpha / beta) comes out at -9.57 / -12.14 eV. The HOMO-LUMO gap (alpha / beta) is 6.44 / 3.06 eV.



Record 3
Entry from the OMol25 dataset: C11H17BN6OSr as an isolated structure at a distorted geometry (ωB97M-V/def2-TZVPD).

```
37
C11H17BN6OSr | the OMol25 dataset | ωB97M-V/def2-TZVPD
Sr -0.7742 -0.5789 1.1066
O -2.2554 -2.0766 1.9136
N 2.2016 -0.2215 -0.9794
N 0.8172 1.8867 -1.0442
N 0.2782 1.7167 0.2237
N -0.6167 -0.9367 -1.5364
N 1.6852 -0.8174 0.1579
N 0.1520 -0.1804 -2.4116
C 0.5371 3.9272 -0.2008
C 0.1523 2.9565 0.7498
C -3.1459 -2.6143 2.8454
C 3.8431 -1.4120 -0.0760
C 2.6822 -1.5387 0.7081
C 3.4928 -0.5708 -1.1337
C -0.2174 -0.4201 -3.6845
C -1.2122 -1.4012 -3.6740
C 0.9509 3.1997 -1.3176
C -1.4115 -1.7081 -2.3100
C -1.9651 0.7973 3.5648
B 1.3264 0.6941 -1.9007
H -2.0575 1.8311 3.9201
H 1.9883 1.0905 -2.8260
H -3.4367 -3.6069 2.4803
H -0.8910 0.5621 3.4571
H 0.5383 4.9947 -0.0865
H 4.7999 -1.8601 0.1018
H -1.7078 -1.8280 -4.5231
H -0.1830 3.1150 1.7682
H -2.5155 0.6923 2.6125
H 1.3465 3.5095 -2.2731
H -2.0967 -2.4305 -1.8845
H 0.2428 0.1261 -4.4933
H -2.6785 -2.7258 3.8407
H 2.5406 -2.1064 1.6232
H -4.0542 -1.9938 2.9495
H -2.4053 0.1216 4.3089
H 4.0491 -0.1926 -1.9771
```

As for the net charge: +2. The LUMO energy (alpha / beta) comes out at -10.72 / -10.03 eV. The HOMO-LUMO gap (alpha / beta) is 3.97 / 4.88 eV.



Record 4
Entry from the OMol25 dataset: C11H17BN6Sn as an isolated structure at a distorted geometry (ωB97M-V/def2-TZVPD).

```
36
C11H17BN6Sn | the OMol25 dataset | ωB97M-V/def2-TZVPD
Sn -0.2137 1.0355 0.7035
N 0.5725 -0.5903 -1.8145
N 0.4545 0.6812 -1.3074
N -1.2281 -1.7233 -0.4237
N 1.0646 -0.6557 1.1497
N 1.1205 -1.7540 0.3188
N -1.6106 -0.6489 0.3459
C -3.3344 -2.0399 0.1555
C -2.9123 -0.8110 0.6750
C 0.8060 1.5683 -2.2635
C 2.0041 -2.6331 0.8138
C 1.0040 3.4512 2.1513
C 2.5313 -2.1002 1.9829
C 1.2217 0.8388 -3.3772
C -2.2563 -2.5830 -0.5203
C 1.0656 -0.5049 -3.0625
C 1.9268 -0.8575 2.1752
C -1.8063 2.3681 0.0470
B 0.2330 -1.8525 -0.9604
H 0.3313 2.5370 2.0694
H 0.4368 4.2240 2.6896
H 1.8888 3.1883 2.7435
H 3.2626 -2.5739 2.6149
H 2.0510 -0.1369 2.9739
H 0.4153 -2.8710 -1.5604
H 1.5893 1.2420 -4.2986
H 0.7440 2.6367 -2.1140
H 2.1914 -3.5615 0.2904
H 1.2706 -1.3976 -3.6290
H -2.5711 2.4237 0.8230
H -1.3749 3.3555 -0.1226
H -2.2468 1.9898 -0.8753
H -3.4799 -0.0961 1.2386
H -2.1489 -3.5101 -1.0641
H -4.3061 -2.4795 0.2605
H 1.3037 3.8406 1.1710
```

As for the net charge: +2. The LUMO energy comes out at -9.64 eV. The HOMO-LUMO gap is 6.37 eV.



Record 5
Entry from the OMol25 dataset: C11H17BN6Zn as an isolated structure at a distorted geometry (ωB97M-V/def2-TZVPD).

```
36
C11H17BN6Zn | the OMol25 dataset | ωB97M-V/def2-TZVPD
Zn -1.2596 1.1310 2.4164
N -1.5806 0.6654 -0.6628
N 1.2495 -0.7886 -1.2342
N -1.3970 -0.8449 1.9085
N -0.0082 -1.2314 -1.6037
N -1.3248 -1.5287 0.6973
N -1.5905 1.4724 0.4700
C 0.5638 1.6248 2.9552
C 1.4496 -2.0623 -3.1038
C 0.0971 -1.9794 -2.7497
C -1.5526 -1.7535 2.8976
C -1.9542 2.7174 0.0936
C -2.2872 2.6936 -1.2704
C -1.5120 -2.8534 0.9472
C -1.6445 -3.0343 2.3173
C 4.1914 1.9791 -0.2555
C -2.0425 1.3972 -1.7050
C 2.1267 -1.3008 -2.1158
B -1.2912 -0.8691 -0.7213
H -2.1724 0.9550 -2.6815
H 5.0433 1.6349 0.3005
H 4.2788 3.0598 -0.4036
H 0.7947 2.5779 2.4600
H -2.2179 -1.3602 -1.3177
H 4.1609 1.4836 -1.2306
H -2.6776 3.5064 -1.8528
H 1.8865 -2.5960 -3.9313
H -1.8226 -3.9605 2.8329
H 3.1955 -1.1267 -2.0351
H 0.6720 1.7097 4.0462
H -1.6100 -1.4673 3.9466
H -1.5573 -3.5868 0.1546
H -0.7633 -2.4100 -3.2444
H 1.2542 0.8502 2.5995
H 3.2645 1.7473 0.2821
H -1.9624 3.5479 0.7938
```

As for the net charge: 0. The LUMO energy comes out at -0.58 eV. The HOMO-LUMO gap is 7.92 eV. The calculation puts the energy relative to the best compared isomer or geometry (same formula, charge and spin) at 36.4 kcal per mole.



Record 6
Entry from the OMol25 dataset: C11H17Br2F6N2O10S2V as an isolated structure at a distorted geometry (ωB97M-V/def2-TZVPD).

```
51
C11H17Br2F6N2O10S2V | the OMol25 dataset | ωB97M-V/def2-TZVPD
Br 4.2868 19.0606 19.6096
Br 3.9013 22.2644 23.0119
V -0.9172 19.2792 24.3859
S 2.2071 11.7216 22.5439
S 4.1790 13.4511 22.1882
F 5.7333 12.1023 20.5104
F 6.7947 12.8793 22.2396
F 5.5510 11.1215 22.3501
F 1.2485 14.3618 22.6606
F 0.5880 13.3681 20.9595
F -0.3014 12.7850 22.8814
O 3.4639 13.6493 20.9460
O -2.4681 19.2736 26.1362
O 2.4964 11.1724 21.2485
O 0.7502 19.1495 22.9897
O -2.2016 19.2374 23.3462
O -0.1746 17.3493 23.2187
O 4.7421 14.6793 22.7190
O 3.2460 14.8168 25.2933
O -1.5114 17.3692 25.7974
O 1.6027 10.7615 23.4940
N 3.6358 17.0680 25.8043
N 3.4885 12.6502 23.2919
C 2.8991 15.9499 25.7562
C 5.7127 12.3170 21.7847
C 4.8097 20.3093 21.1210
C 0.8827 13.1402 22.2434
C 4.9149 17.2265 25.1678
C 2.0591 17.2141 22.1800
C -2.8664 17.5797 27.8010
C -2.1999 18.0918 26.5113
C 3.5259 21.1187 21.5100
C 3.1343 18.2628 26.5897
C 0.7697 17.9431 22.7097
H 2.2055 18.1618 27.1512
H 3.9624 18.5950 27.2158
H 2.5264 17.9838 21.5659
H 1.9815 16.4220 21.4351
H 5.6423 17.2593 25.9789
H -3.6930 16.9333 27.5061
H 2.6729 20.4596 21.6718
H 3.3568 21.7236 20.6192
H 2.6695 16.9328 23.0381
H 2.8315 18.9595 25.8081
H 1.9640 15.9175 26.3365
H 5.3022 19.8966 22.0015
H -3.4128 18.4089 28.2504
H -2.0530 17.0793 28.3265
H 5.2347 16.3560 24.5950
H 5.5617 20.9798 20.7052
H 4.7084 18.0305 24.4614
```

As for the net charge: -1. The expectation value of S² is 0.878. Its spin multiplicity is 2. The LUMO energy (alpha / beta) comes out at -0.28 / 0.10 eV. The HOMO-LUMO gap (alpha / beta) is 6.31 / 6.69 eV.